Computed, not measured: C41H59BrMgN6O3P as an isolated structure, with the ωB97M-V functional and the def2-TZVPD basis.

Last column: Mulliken charge in e.
Geometry (Å):
Mg 0.735160 0.369316 0.328099  1.828
O -1.568865 -4.443620 -2.490551  -0.730
C -0.401061 -4.571993 -1.797463  0.525
C 0.181374 -5.833181 -1.743104  -0.826
C 1.360830 -6.015621 -1.038971  -0.446
C 1.964324 -4.945123 -0.391320  -1.386
C 1.380940 -3.687803 -0.465027  0.473
C 0.201366 -3.481669 -1.164058  0.648
C -0.368957 -2.066604 -1.294708  -0.584
O 0.360367 -1.152567 -0.669801  0.407
N -1.780408 -2.144007 -0.833131  0.194
N -2.436458 -0.975037 -0.862339  -0.779
C -3.479014 -0.845658 -0.147205  -0.553
C -4.226413 0.410846 -0.116775  0.120
Br -3.167562 1.989586 -0.207046  -0.120
C -5.545652 0.537104 0.041898  -0.908
C -6.533998 -0.554685 0.072579  0.666
C -7.728642 -0.346364 0.765443  -0.567
C -8.705429 -1.326137 0.823322  -0.481
C -8.513498 -2.538379 0.175910  -0.431
C -7.341165 -2.752620 -0.534428  -0.617
C -6.363630 -1.772102 -0.591810  -0.321
H -1.963543 -3.586423 -2.247252  0.462
H -0.311015 -6.655388 -2.245186  0.433
H 1.806551 -7.001693 -0.992793  0.379
H 2.881275 -5.089490 0.165870  0.441
H 1.826531 -2.818525 0.003872  0.250
H -0.465341 -1.868072 -2.385335  0.216
H -1.941742 -2.744833 -0.023391  0.189
H -3.833696 -1.643076 0.508761  0.778
H -5.947350 1.533312 0.183074  0.341
H -7.881499 0.596551 1.277319  0.359
H -9.618001 -1.143098 1.376474  0.363
H -9.273396 -3.307533 0.219853  0.368
H -7.186196 -3.688677 -1.054959  0.389
H -5.469890 -1.946591 -1.173563  0.561
C 0.284336 -0.060993 2.486455  -1.887
C -0.579487 -1.193517 2.627974  0.620
C -0.097824 -2.522882 2.514950  0.045
C -0.925939 -3.615590 2.591909  -0.901
C -2.301905 -3.453657 2.810986  0.445
C -2.802663 -2.152584 2.952399  -0.780
C -1.973251 -1.061811 2.848725  -0.287
C -3.167646 -4.585400 2.923473  0.004
N -3.866143 -5.498459 3.015841  -0.655
H 1.305573 -0.249794 2.825492  0.607
H -0.118889 0.858915 2.905868  0.483
H 0.961583 -2.673168 2.341524  0.205
H -0.520619 -4.614635 2.480962  0.403
H -3.862389 -2.013592 3.136577  0.494
H -2.388620 -0.064379 2.944999  0.327
C 4.976624 -0.753528 1.666578  -1.055
N 4.982170 -0.670640 0.218982  0.136
C 6.187769 -0.092841 -0.342123  -1.131
C 3.760168 -0.442591 -0.397909  -0.166
O 2.797212 -0.059527 0.264428  -0.582
N 3.720013 -0.694732 -1.727361  0.673
C 2.594439 -0.278793 -2.549611  -1.014
C 4.649038 -1.600678 -2.374569  -1.308
H 5.676075 -1.527502 1.990126  0.344
H 3.977971 -0.998521 2.016538  0.208
H 5.273855 0.197951 2.121709  0.338
H 6.482369 0.791641 0.234156  0.307
H 6.021820 0.222788 -1.368269  0.401
H 7.016764 -0.805665 -0.323388  0.235
H 1.984159 0.459043 -2.034703  -0.025
H 1.969912 -1.136695 -2.795225  0.271
H 2.984500 0.166830 -3.469367  0.517
H 5.117383 -2.253617 -1.641508  0.383
H 5.428165 -1.074751 -2.935109  0.305
H 4.088199 -2.218075 -3.077408  0.428
C 1.108398 3.512767 2.662573  -2.020
C 0.729946 4.493223 1.536051  2.712
C -0.805139 4.548829 1.517051  -1.983
C 1.265961 5.882012 1.893336  -2.108
P 1.267466 3.722389 -0.131918  -0.662
N 0.877443 2.252970 -0.271991  0.378
C 0.441213 4.737987 -1.525386  2.363
C -0.981355 4.185154 -1.706023  -1.595
C 0.378248 6.259729 -1.377767  -2.031
C 1.176569 4.404446 -2.832105  -1.907
C 3.162200 4.030645 -0.265473  2.707
C 3.708149 3.101530 -1.358052  -2.535
C 3.647363 5.455434 -0.536795  -2.076
C 3.798838 3.535704 1.042120  -1.810
H 0.369643 3.572006 3.466178  0.582
H 2.079832 3.739913 3.098253  0.215
H 1.121282 2.486089 2.303333  -0.013
H -1.166616 4.750039 2.529743  0.679
H -1.221303 3.593807 1.192067  0.121
H -1.188371 5.337541 0.871932  0.241
H 0.771870 6.222025 2.810653  0.537
H 1.072279 6.626993 1.124312  0.232
H 2.336348 5.870014 2.094477  0.334
H -1.680325 4.566001 -0.964724  0.323
H -0.968823 3.097031 -1.640776  0.079
H -1.357554 4.476720 -2.691608  0.422
H -0.280328 6.568442 -0.567029  0.308
H -0.028288 6.686976 -2.301444  0.517
H 1.355478 6.711739 -1.212210  0.253
H 1.304618 3.326413 -2.936593  0.150
H 2.150421 4.886373 -2.903030  0.314
H 0.575204 4.759315 -3.674678  0.665
H 3.574541 3.498438 -2.362849  0.260
H 3.206464 2.140572 -1.295240  0.640
H 4.782520 2.953068 -1.202307  0.593
H 3.305606 5.833989 -1.498279  0.302
H 4.743605 5.453570 -0.564180  0.532
H 3.341883 6.161679 0.233345  0.278
H 3.410733 2.554525 1.319947  0.117
H 3.644111 4.224452 1.869587  0.251
H 4.880732 3.443942 0.896107  0.604

Forces on atoms 1 to 6 (eV/Å):
0.2 0.5 0.2
0.0 0.1 -0.1
-0.1 0.0 0.0
0.0 0.0 0.0
0.0 0.0 0.0
0.0 0.0 0.0

**Charge**: -1
**Energy above the lowest of the compared OMol25 structures with the same formula, charge and spin**: 0.000 eV
**HOMO-LUMO gap**: 6.4 eV